15
Properties=species:S:1:pos:R:3:forces:R:3 method="wB97M-V/def2-TZVPD" energy_ev=-10415.813
O -2.4210 0.1596 0.0902 -0.2 0.0 -0.2
C -1.6378 -1.0005 0.0131 0.1 -0.3 0.0
C -0.3058 -0.9103 -0.6558 -0.5 0.0 -0.1
C 1.4457 0.2927 0.6584 -0.1 0.5 0.1
O 2.4281 -0.4800 0.0283 0.0 -0.2 -0.1
C 0.6069 1.1269 -0.3184 0.4 0.2 0.3
O -0.2097 0.3238 -1.1979 0.0 -0.4 0.1
H -2.2293 0.6737 -0.7072 0.0 0.0 0.1
H -1.3811 -1.3115 1.0416 -0.1 -0.1 -0.2
H -2.1568 -1.8597 -0.4413 -0.1 0.0 0.1
H 1.9499 1.0120 1.3045 0.1 0.0 0.0
H 0.8085 -0.3253 1.3167 0.1 0.2 -0.2
H 1.9434 -1.1909 -0.4269 0.1 0.1 0.0
H 1.2632 1.7350 -0.9388 -0.1 0.0 0.0
H -0.1044 1.7546 0.2333 0.3 0.0 0.0



56
Properties=species:S:1:pos:R:3:forces:R:3 method="wB97M-V/def2-TZVPD" multiplicity=7 energy_ev=-46823.972
O 2.3183 -0.9526 -1.7289 -0.5 -1.2 -0.1
C 1.8905 -2.1339 -2.4636 -0.5 0.5 -0.1
C 3.2901 -2.7197 -2.4936 -0.7 -0.2 -0.1
H 1.4978 -1.8026 -3.4325 0.2 -0.4 0.3
H 1.1447 -2.7663 -1.9559 0.1 0.3 0.1
C 3.7056 -1.3877 -1.8641 0.5 0.2 0.0
H 3.5812 -2.9077 -3.5220 0.7 -0.1 0.4
H 3.3808 -3.5940 -1.8535 0.3 0.0 -0.1
C 4.4596 -0.5115 -2.8309 0.3 0.3 -0.3
H 4.0537 -0.5982 -3.8546 0.1 0.2 0.4
H 5.5094 -0.8302 -2.8308 -0.2 0.0 -0.2
H 4.4471 0.5350 -2.5090 -0.2 -0.1 -0.1
C 4.3838 -1.4112 -0.5240 0.4 0.2 0.2
H 4.0030 -2.1756 0.1456 -0.1 -0.2 0.0
H 4.2366 -0.4428 -0.0444 0.0 0.0 0.0
H 5.4608 -1.5517 -0.6526 -0.1 -0.1 0.1
Eu -0.7049 -0.5617 -2.0391 1.0 1.7 2.1
C -0.1870 -0.9811 1.8716 1.9 -0.6 -0.2
C -1.3696 -1.6871 1.5186 0.1 0.1 0.3
C -1.0184 -2.7313 0.6198 1.3 -0.9 -1.4
H -2.3597 -1.4869 1.9205 0.3 -0.1 -0.1
C 0.3957 -2.7030 0.4569 -2.2 -1.2 -0.3
C 0.9091 -1.6531 1.2742 -1.2 1.9 1.6
H 1.9568 -1.4601 1.4710 -0.2 0.2 -0.3
H -0.1486 -0.0813 2.4911 0.0 -0.6 -0.3
H -1.6921 -3.4773 0.1817 0.3 0.4 0.3
H 0.9873 -3.4273 -0.1079 -0.3 0.2 0.4
C -0.1132 2.4418 0.1447 0.0 -0.2 -0.3
C 1.0681 1.8306 0.6336 0.0 0.8 -0.9
C 1.9257 1.5870 -0.4644 -0.4 -0.2 0.0
H 1.3090 1.5624 1.6583 -0.1 0.4 -0.1
C 1.2191 1.9061 -1.6609 0.0 -0.4 -0.1
C -0.0498 2.4527 -1.2871 -0.1 -0.4 0.6
H -0.7900 2.8436 -1.9965 0.3 0.1 0.4
H -0.9147 2.8520 0.7699 0.3 -0.4 -0.4
H 2.9662 1.2764 -0.3467 -0.5 -0.1 -0.3
H 1.5581 1.8115 -2.7001 0.2 0.2 0.4
O 1.0882 -1.9397 -5.2464 0.5 -0.9 -1.9
C 2.3825 -2.3992 -5.7957 0.2 -0.1 0.6
C 2.1705 -3.0198 -7.1816 -0.3 0.3 0.1
H 2.7912 -3.1887 -5.1330 -0.4 0.6 -0.2
H 3.0874 -1.5385 -5.8063 -0.6 -0.5 0.1
C 0.6415 -3.1078 -7.3442 0.1 0.0 -0.2
H 2.6296 -4.0079 -7.2663 0.0 0.2 0.1
H 2.5867 -2.3919 -7.9730 0.0 -0.1 0.2
C 0.0245 -2.3790 -6.1294 0.2 0.1 -0.3
H 0.2999 -4.1505 -7.3941 0.1 0.3 0.0
H 0.3979 -2.6173 -8.2913 -0.4 -0.2 0.3
H -0.6474 -3.0842 -5.5963 0.2 0.6 -0.1
H -0.4973 -1.4657 -6.4647 -0.1 -0.5 0.3
B -2.9186 1.1450 2.2412 -0.7 -0.1 1.2
C -2.6352 0.6778 0.7954 1.0 -0.4 -2.1
N -2.2679 0.3372 -0.2687 -0.9 -0.1 1.0
H -1.8631 1.2319 2.8774 -0.4 0.0 -0.5
H -3.6958 0.3516 2.7978 0.4 0.0 -0.4
H -3.5398 2.1729 2.2261 0.1 0.3 -0.2



79
Properties=species:S:1:pos:R:3:forces:R:3 method="wB97M-V/def2-TZVPD" multiplicity=5 charge=+2 energy_ev=-57424.952
Ti -2.4339 -4.4717 1.4370 0.5 1.1 -0.4
C -4.6243 -7.8150 2.4718 0.7 -1.2 -0.7
C -4.3288 -6.7194 1.4279 -0.8 -1.1 -1.3
C -5.2952 -6.6899 0.2608 -1.1 -1.0 0.2
O -4.3559 -5.4343 2.0042 0.6 0.9 0.8
H -4.9800 -8.7448 2.0279 -0.7 0.3 -0.7
H -5.3333 -7.6012 3.2717 0.2 0.5 -0.1
H -3.7242 -8.2856 2.8674 0.3 0.8 0.6
H -3.4289 -6.8632 0.8298 0.9 0.0 1.1
H -5.2925 -5.8140 -0.3878 0.5 0.2 0.3
H -6.2938 -6.7865 0.6870 -0.4 -0.1 -0.4
H -5.0822 -7.5533 -0.3694 -0.4 -0.1 0.0
H -5.2903 -5.2153 2.0258 -0.2 0.6 0.3
C -4.4682 -1.2113 0.2786 0.6 0.8 -1.4
C -3.7772 -2.0826 -0.8460 1.0 3.1 0.9
C -3.2229 -1.3112 -2.1309 -1.9 -0.6 1.5
O -2.5711 -2.6206 -0.2538 -0.3 -2.4 0.8
H -3.8294 -0.4093 0.6485 0.4 0.0 -0.2
H -4.8038 -1.7199 1.1824 -0.1 -0.6 -0.4
H -5.2905 -0.6793 -0.1997 -0.4 -0.2 0.2
H -4.5818 -2.7742 -1.0958 1.0 -0.9 -0.3
H -2.6675 -2.0365 -2.7255 -0.3 0.1 -0.3
H -2.5793 -0.4565 -1.9226 0.1 -0.1 0.5
H -4.1206 -0.9016 -2.5940 0.3 -0.1 -0.7
H -1.8835 -1.9511 -0.2325 -0.2 0.3 -0.1
C -0.2984 -7.4668 -1.3689 -1.0 0.7 0.0
C -0.7916 -6.0010 -1.1752 1.0 -0.5 -3.7
C -1.7644 -5.5941 -2.3267 0.3 -0.9 1.6
O -1.4222 -5.9089 0.0449 -1.1 0.1 2.0
H 0.2739 -7.8091 -0.5067 0.6 0.1 -0.2
H 0.1803 -7.6012 -2.3389 0.5 0.0 0.3
H -1.1548 -8.1411 -1.3805 -0.3 0.1 -0.1
H 0.0478 -5.3081 -1.1158 0.2 0.0 -0.5
H -1.3448 -5.7406 -3.3220 0.2 0.3 0.2
H -2.1778 -4.6027 -2.1413 0.1 0.0 -0.3
H -2.5508 -6.3397 -2.2096 -0.4 0.1 -0.3
H -0.7202 -6.2326 0.6142 -0.2 -0.2 0.7
C -1.6043 -2.5580 5.5081 -2.5 1.3 -0.4
C -2.4208 -2.0873 4.1672 1.6 0.8 2.9
C -2.3141 -0.5666 4.0444 -0.2 0.1 -0.7
O -1.7479 -2.7885 3.1462 -0.7 -0.4 -1.4
H -1.8975 -1.8764 6.3066 0.2 0.2 0.1
H -0.5305 -2.4321 5.3691 0.0 -0.2 -0.2
H -1.8949 -3.5278 5.9120 0.3 -0.3 -0.5
H -3.5035 -2.2126 4.1780 0.2 -1.2 -0.1
H -2.5852 -0.1995 3.0545 -0.1 -0.4 -0.3
H -1.3270 -0.1357 4.2112 0.0 -0.1 0.5
H -3.0966 -0.1443 4.6748 0.5 0.2 0.4
H -0.8486 -2.4731 3.2618 0.3 -0.3 -0.5
C 3.2737 -5.8131 2.9672 -0.9 1.9 0.8
C 2.2531 -6.4020 2.0131 0.6 -2.4 -3.9
C 2.6155 -7.9553 1.8969 -1.1 -0.9 1.0
C 2.1219 -8.8091 3.1266 -1.0 1.7 -0.6
C 0.5994 -8.5038 3.3159 1.9 -0.6 -1.0
C 0.2856 -6.9655 3.3473 -3.7 -1.7 -0.3
N 0.7847 -6.1934 2.2097 4.0 -0.5 2.9
O 0.3749 -4.8062 2.0389 -1.4 -1.4 -0.3
C -1.2570 -7.0425 3.1785 -0.2 0.4 1.2
C 0.6584 -6.3092 4.6822 1.3 1.2 0.7
C 2.4720 -5.8067 0.6016 1.2 1.5 -0.7
H 2.9547 -4.7807 3.1102 0.2 0.5 0.3
H 4.2494 -5.6995 2.4946 -0.2 -0.6 -0.1
H 3.3420 -6.2356 3.9696 0.1 -0.4 -0.4
H 2.2362 -8.4356 0.9949 -0.9 0.4 -0.1
H 3.6626 -8.1841 1.6989 0.4 1.0 0.6
H 2.5384 -8.4701 4.0751 0.8 -0.4 -0.2
H 2.3320 -9.8519 2.8891 -0.1 0.0 0.5
H 0.1901 -9.0000 4.1959 0.2 0.5 0.4
H 0.0734 -9.0270 2.5173 -0.2 0.5 -0.4
H -1.5959 -7.5464 2.2734 0.3 0.1 0.0
H -1.5819 -7.6291 4.0378 -0.3 -0.2 -0.2
H -1.7723 -6.0942 3.3311 0.0 0.4 -0.2
H 0.0517 -6.5591 5.5526 -0.4 -0.6 -0.5
H 1.6928 -6.4689 4.9864 -0.1 -0.7 -0.2
H 0.6750 -5.2197 4.7111 -0.6 0.3 -0.6
H 1.7555 -5.8489 -0.2188 -0.5 -1.2 0.5
H 3.4338 -6.1117 0.1893 0.0 -0.4 0.1
H 2.5545 -4.7198 0.6027 0.3 0.3 0.7
H 1.0144 -4.3665 2.6040 0.8 1.0 0.3



21
Properties=species:S:1:pos:R:3:forces:R:3 method="wB97M-V/def2-TZVPD" smiles="C=CC(=C)NC.O.O" energy_ev=-10979.533
C -2.2729 0.9447 0.1474 0.2 0.1 -0.1
N -1.0884 0.3635 -0.4409 -0.1 -0.1 0.4
C 0.0164 1.1496 -0.7253 -0.8 0.0 -0.7
C -0.0863 2.4628 -0.9688 0.7 0.7 0.3
C 2.4818 0.7943 -0.9275 -0.8 0.6 0.0
C 1.2368 0.3386 -0.9018 0.1 -0.2 0.2
H -2.9258 1.3974 -0.5897 -0.1 0.1 -0.4
H -2.8484 0.1531 0.6231 0.0 0.1 0.2
H -2.0051 1.7506 0.8430 -0.1 -0.2 0.2
H -0.9053 -0.5931 -0.1777 0.2 0.1 -0.1
H -0.9810 3.0677 -0.8948 -0.1 -0.4 0.1
H 0.8101 3.0403 -1.1759 -0.1 -0.2 -0.1
H 2.5917 1.8745 -0.9005 0.5 -0.1 0.1
H 3.3420 0.1573 -0.9821 0.2 -0.1 -0.1
H 1.0013 -0.7179 -0.9482 0.3 -0.1 0.0
H -0.3685 -2.0957 2.6515 -0.1 -0.2 0.2
H 1.1012 -2.4015 2.6436 0.0 -0.3 -0.1
O 0.2418 -2.8457 2.6213 -0.1 0.5 0.2
H -0.0945 -2.9676 0.8233 0.9 -0.7 -0.4
H 0.6574 -3.2072 -0.6406 -0.2 -0.4 0.7
O 0.0957 -2.6655 -0.0797 -0.6 1.0 -0.6



11
Properties=species:S:1:pos:R:3:forces:R:3 method="wB97M-V/def2-TZVPD" charge=+1 energy_ev=-8207.834
C 0.7584 0.5197 0.9597 0.4 0.1 -1.0
C -0.1968 0.1816 -1.1884 1.2 1.1 0.0
C -1.1282 -1.3890 0.0768 0.6 -0.4 1.0
N 0.0931 0.9935 -0.0417 0.6 -0.9 0.0
N 1.6512 0.4477 1.6813 -0.2 0.1 -0.3
O -1.3185 -0.6584 -0.9615 -0.9 -0.7 -0.1
H -0.3096 0.8757 -2.0283 -0.4 -0.6 0.0
H 0.6887 -0.4171 -1.2385 0.3 -0.6 -0.9
H -1.9256 -2.1419 0.2394 -0.2 0.6 -0.7
H -0.5191 1.6782 0.2289 -2.1 2.4 0.5
H 2.2063 -0.0899 2.2725 0.8 -0.8 1.5



10
Properties=species:S:1:pos:R:3:forces:R:3 method="wB97M-V/def2-TZVPD" charge=-1 smiles=NCC[O-] energy_ev=-5707.989
C -0.4011 -0.2364 0.7777 0.9 -0.3 -0.2
O -1.6928 0.0461 0.8040 -0.5 0.1 0.2
C 0.2055 -0.1562 -0.6635 -0.5 0.4 0.2
N 1.6257 0.2658 -0.6954 0.1 -0.1 -0.7
H -0.1242 -1.2469 1.1918 0.0 0.0 0.0
H 0.2931 0.4681 1.3366 -0.2 0.1 0.2
H -0.4939 0.5876 -1.0758 0.3 -0.1 -0.4
H 0.0954 -1.0979 -1.2175 0.1 0.1 0.1
H 1.6885 1.2037 -0.3200 -0.1 0.1 0.3
H 1.9091 0.3827 -1.6734 -0.1 -0.2 0.3



18
Properties=species:S:1:pos:R:3:forces:R:3 method="wB97M-V/def2-TZVPD" charge=-1 smiles="O=CNCCCC[O-]" energy_ev=-10930.981
C -1.4754 0.3806 0.0307 -0.9 -0.7 1.3
N -0.4921 1.3585 0.4257 0.9 1.5 -2.1
C 0.0472 2.1713 -0.5791 -0.6 0.4 1.4
O 1.1126 2.7704 -0.3983 -1.8 -0.6 -1.2
C -1.0503 -0.7160 -0.9309 1.2 0.1 -0.1
C -0.3304 -1.8894 -0.2573 -0.3 1.3 -0.7
C 0.9622 -1.4311 0.5771 -0.6 2.0 -0.9
O 1.3854 -2.4283 1.2103 1.7 -2.5 1.8
H -1.8171 -0.1563 0.9971 0.1 1.1 -1.5
H -2.2729 0.9958 -0.4281 -0.1 -0.6 0.4
H 0.1900 1.1415 1.1403 0.0 -0.4 -0.1
H -0.7525 2.3202 -1.4909 2.1 -0.3 1.7
H -0.3213 -0.3433 -1.6683 -0.4 0.4 0.0
H -1.9283 -1.0608 -1.4528 -0.5 -0.1 -0.4
H -1.1431 -2.3760 0.3599 1.4 0.0 -0.2
H 0.0238 -2.5388 -1.1200 -0.4 0.2 1.4
H 1.7502 -0.8688 -0.1183 -0.9 -0.7 -0.3
H 0.8120 -0.4522 1.2626 -0.7 -1.1 -0.4



25
Properties=species:S:1:pos:R:3:forces:R:3 method="wB97M-V/def2-TZVPD" charge=+1 smiles=COC(OC)[Si@H](C)C[NH3+] energy_ev=-18898.454
C -1.7020 1.5990 -1.1282 -0.1 0.8 -0.5
C -2.2938 -0.7843 1.5137 -2.7 -0.2 -1.1
C 2.5692 1.5769 0.7219 -0.4 -0.8 1.0
C 1.7527 -1.2287 -0.8825 1.4 -0.5 2.1
C -0.4725 0.3443 0.4498 2.0 0.5 0.1
N 0.5276 -1.9165 -1.3293 0.1 -0.3 -1.6
O -0.5106 0.8646 -0.8495 -0.3 1.0 1.0
O -1.2605 -0.7920 0.5166 -0.9 -0.1 0.0
Si 1.4048 -0.0127 0.7789 0.4 0.2 -2.5
H -2.1205 2.3085 -0.4103 0.8 -0.3 1.2
H -2.5014 0.8751 -1.2367 -0.3 0.2 -1.1
H -1.4009 2.3345 -1.8877 -0.7 -1.0 -0.7
H -2.6275 0.2056 1.9301 1.0 -0.5 -0.7
H -1.8698 -1.3842 2.2723 -0.4 -0.7 1.2
H -3.3167 -1.2144 1.0727 2.5 0.5 0.8
H 2.7059 2.0767 1.7271 0.4 -1.2 -0.8
H 3.5277 1.4300 0.1344 -1.3 0.3 0.9
H 1.9009 2.3148 0.2997 0.0 0.2 -1.0
H 2.0451 -0.5566 -1.6455 0.2 0.8 -0.9
H 2.5022 -2.0700 -0.9070 -0.3 1.2 0.7
H -0.7488 1.0038 1.2813 -0.4 0.6 -0.5
H 0.3380 -2.7292 -0.7159 0.0 0.3 -0.9
H -0.2317 -1.2540 -1.1960 -0.8 0.0 -0.4
H 0.6756 -2.1371 -2.3790 -0.9 -0.1 2.3
H 1.1070 -0.8540 1.8693 0.6 -0.9 1.5